Entry 1:
{"formula": "C12H16N2O", "method": "wB97M-V/def2-TZVPD", "elements": ["C", "C", "C", "C", "C", "C", "C", "C", "C", "H", "H", "H", "H", "H", "H", "H", "H", "H", "H", "H", "H", "O", "C", "C", "C", "N", "N", "H", "H", "H", "H"], "coordinates": [[3.246546, 0.115715, 1.984949], [1.860074, 0.638230, 1.714566], [1.330939, 0.232458, 0.391450], [1.292880, 1.235231, -0.630703], [1.001241, 0.887762, -1.897895], [0.424608, -0.303287, -2.154472], [0.283128, -1.261296, -1.147073], [-0.176536, -2.705460, -1.471238], [0.728203, -0.982798, 0.157100], [4.047226, 0.191915, 1.197024], [3.351907, -1.019083, 2.177424], [3.655209, 0.610286, 2.792469], [1.836222, 1.845692, 1.811588], [1.112266, 0.232219, 2.478154], [1.679097, 2.273023, -0.405615], [0.929936, 1.611092, -2.700154], [0.260978, -0.489501, -3.232380], [-1.193583, -2.669284, -1.104454], [0.322208, -3.526405, -0.959027], [-0.277074, -2.785979, -2.574938], [0.863507, -1.783650, 0.879521], [-1.929384, 2.440710, -1.014623], [-2.380742, 1.532270, -0.167272], [-3.520529, 0.743724, -0.282729], [-3.385852, -0.201355, 0.677089], [-2.354753, 0.091592, 1.443859], [-1.721692, 1.140473, 0.902774], [-0.953175, 2.510131, -0.835218], [-4.255168, 0.946925, -1.145667], [-4.104609, -1.133089, 0.886654], [-1.973079, -0.418260, 2.228838]], "forces_ev_per_a": [[1.4, -2.8, -1.5], [-1.1, 1.6, 1.1], [-1.0, 2.2, -0.9], [2.0, 0.6, 2.3], [-1.3, 1.9, -0.8], [-0.2, -2.5, -1.0], [0.8, -1.6, -0.3], [-1.0, 2.0, -0.6], [1.0, 0.0, -1.1], [-1.2, 0.6, 0.1], [-0.8, 1.6, 0.0], [0.9, 0.9, 2.0], [0.1, -2.9, -0.2], [1.2, 0.7, -0.6], [-0.4, -1.3, -0.1], [0.6, 0.2, 0.0], [-0.4, -0.5, 0.9], [-0.6, -0.6, 0.1], [0.4, 0.2, -0.3], [0.4, -0.5, 0.8], [-0.5, 0.0, 0.1], [1.5, 0.9, -0.1], [-0.1, -1.7, 1.9], [-1.8, 0.9, -3.5], [-4.4, -3.7, 0.7], [0.6, 0.4, -0.5], [2.3, 1.4, 0.7], [-1.2, 0.0, -0.2], [1.1, -1.0, 1.8], [1.8, 2.4, -0.4], [0.0, 0.3, -0.4]], "nbo_charge": [-0.61, -0.42, 0.03, -0.24, -0.22, -0.24, 0.04, -0.64, -0.25, 0.21, 0.20, 0.21, 0.21, 0.21, 0.21, 0.21, 0.21, 0.22, 0.22, 0.22, 0.21, -0.66, 0.43, -0.40, -0.02, -0.35, -0.36, 0.50, 0.24, 0.22, 0.41], "multiplicity": 1, "gap_ev": 9.365, "charge": 0, "energy_ha": -651.53390, "smiles": "CCc1cccc(C)c1.Oc1cc[nH]n1"}

---

Entry 2:
{"formula": "C3H5OP", "method": "wB97M-V/def2-TZVPD", "elements": ["O", "P", "C", "C", "C", "H", "H", "H", "H", "H"], "coordinates": [[-3.790958, -0.456467, 0.270994], [-2.674393, 0.028956, -0.528762], [-1.001811, -0.187098, 0.412540], [0.103656, -0.545781, -0.551068], [0.100311, 0.831548, 0.136955], [-1.155254, -0.834212, 1.318470], [-0.275319, -0.496352, -1.526127], [0.864060, -1.251198, -0.431880], [0.753555, 0.896015, 0.848585], [-0.168554, 1.715187, -0.482283]], "forces_ev_per_a": [[-0.7, -0.4, 0.8], [2.3, 0.5, -0.1], [-1.7, -1.2, 0.3], [-1.2, 2.4, 0.3], [-4.1, -1.7, -4.5], [0.6, 1.2, -0.5], [0.0, -0.1, -1.7], [0.9, -1.0, 0.8], [3.7, 0.9, 4.0], [0.4, -0.7, 0.7]], "nbo_charge": [-0.98, 1.31, -0.63, -0.41, -0.38, 0.25, 0.19, 0.23, 0.21, 0.22], "multiplicity": 1, "gap_ev": 8.756, "charge": 0, "energy_ha": -533.83896, "smiles": "O=PC1CC1"}

---

Entry 3:
{"formula": "C3H10N2", "method": "wB97M-V/def2-TZVPD", "elements": ["C", "C", "N", "C", "N", "H", "H", "H", "H", "H", "H", "H", "H", "H", "H"], "coordinates": [[1.926650, 0.713402, 0.667783], [0.780415, -0.237072, 0.929113], [-0.514659, 0.358388, 0.553868], [-0.809104, 0.240734, -0.872286], [-1.617472, -0.944879, -1.149081], [1.913980, 1.137274, -0.331762], [1.893896, 1.538763, 1.386445], [2.873511, 0.175390, 0.815103], [0.715343, -0.497279, 1.986806], [0.956473, -1.160771, 0.368261], [-1.257860, -0.185366, 0.983400], [-1.394805, 1.094555, -1.223042], [0.138103, 0.209849, -1.417118], [-1.062867, -1.802223, -1.068549], [-1.875356, -0.925556, -2.144784]], "forces_ev_per_a": [[0.4, 0.0, 0.7], [-0.7, 0.1, -0.5], [0.0, -0.2, -0.1], [0.1, -0.3, -0.1], [-0.3, -0.2, -0.3], [-0.1, -0.1, -0.2], [0.0, 0.0, -0.1], [0.0, 0.2, -0.1], [0.2, 0.0, 0.1], [0.1, -0.2, 0.0], [0.1, 0.2, 0.2], [0.1, 0.1, 0.1], [0.1, 0.2, 0.0], [0.2, 0.1, 0.1], [-0.1, 0.1, 0.2]], "nbo_charge": [-0.67, -0.38, -0.67, -0.34, -1.05, 0.20, 0.19, 0.19, 0.17, 0.13, 0.35, 0.16, 0.13, 0.29, 0.28], "multiplicity": 2, "gap_ev": [3.024, 9.367], "charge": -1, "s_squared": 0.750, "energy_ha": -229.74065}

---

Entry 4:
{"formula": "C12H28N6O6SY", "method": "wB97M-V/def2-TZVPD", "elements": ["O", "H", "Y", "N", "N", "N", "N", "O", "O", "O", "O", "C", "C", "C", "C", "C", "H", "H", "H", "C", "H", "H", "H", "C", "C", "H", "H", "H", "H", "H", "H", "H", "H", "C", "H", "H", "H", "O", "H", "H", "C", "N", "C", "S", "N", "C", "H", "H", "H", "H", "H", "H", "H", "H"], "coordinates": [[1.863962, -2.426906, -2.573284], [2.359693, -3.001270, -3.151426], [0.704653, -0.598331, -0.884586], [2.431962, 0.295794, 0.507772], [1.753749, -2.135466, 0.302639], [-1.083903, 0.717754, -1.654383], [-0.904216, -1.868942, -1.745557], [2.391715, 1.579424, 0.608142], [-1.411796, 2.042893, -1.287894], [-0.809083, -3.249884, -1.598445], [1.188329, -3.301349, 0.183927], [2.600495, -1.854047, 1.327961], [2.923475, -0.481201, 1.512269], [-2.119142, 0.073569, -2.220729], [-1.996750, -1.358974, -2.332800], [3.502069, -0.013252, 2.799985], [2.776589, -0.151238, 3.620698], [3.788288, 1.035961, 2.729644], [4.385234, -0.627584, 3.028613], [2.889959, -2.956514, 2.258717], [3.366706, -3.795921, 1.741482], [1.972401, -3.349613, 2.709710], [3.549043, -2.658217, 3.069525], [-3.339848, 0.794824, -2.656473], [-3.005466, -2.208182, -3.006212], [-3.230675, 1.858593, -2.440569], [-4.239144, 0.420204, -2.148348], [-3.495636, 0.663447, -3.735403], [-2.663775, -3.239157, -3.064012], [-3.183622, -1.828143, -4.013444], [-3.958834, -2.172928, -2.474744], [-0.566234, 2.434604, -0.942171], [-0.026215, -3.381404, -0.951246], [2.209972, -0.969070, -2.816465], [2.742684, -0.589877, -1.900489], [1.246712, -0.451606, -3.079575], [2.905379, -0.807563, -3.669119], [2.682208, 3.156216, -2.135644], [1.697930, 3.363770, -2.227370], [2.711552, 2.581469, -1.284976], [-0.732749, 3.246580, 2.844185], [-0.485363, 1.823761, 2.718025], [-1.210968, 0.995914, 1.951277], [-0.564116, -0.547849, 1.487206], [-2.483376, 1.293581, 1.613700], [-3.405261, 2.034776, 2.485150], [-1.166535, 3.660439, 1.939551], [0.224715, 3.721056, 3.023337], [-1.374275, 3.443257, 3.696301], [0.478429, 1.509581, 2.793051], [-2.919054, 0.617759, 0.965594], [-3.330176, 3.117358, 2.276019], [-4.426674, 1.700394, 2.241722], [-3.215014, 1.841508, 3.559165]], "forces_ev_per_a": [[-0.1, 3.2, 0.0], [0.4, -0.1, -0.3], [2.2, 1.0, 2.8], [1.1, -2.2, 1.8], [1.6, 1.1, 2.1], [-3.3, 0.0, -0.9], [-3.5, -1.8, -1.0], [-0.4, 1.4, -0.4], [1.3, -0.2, -0.2], [-0.6, 1.8, -0.7], [-0.5, -1.0, -0.4], [-2.2, -2.0, -2.1], [-1.0, 1.7, -2.1], [2.2, 2.7, 1.1], [2.8, -2.8, 0.9], [0.2, 0.1, -0.1], [0.2, 0.1, -0.2], [0.0, -0.1, 0.1], [-0.2, 0.3, 0.1], [0.5, -0.4, 0.6], [-0.2, 0.1, 0.0], [0.0, 0.1, -0.2], [0.0, 0.1, 0.0], [-0.4, 0.2, 0.1], [-0.2, 0.0, -0.1], [-0.1, -0.2, -0.1], [0.2, 0.0, -0.1], [0.1, -0.1, 0.2], [0.0, 0.1, 0.1], [0.0, 0.0, 0.0], [0.0, -0.1, 0.0], [-0.9, -0.6, -0.4], [0.4, 0.2, 0.2], [0.8, -2.1, -1.0], [-0.2, -0.1, -0.7], [0.8, -0.2, -0.2], [-0.6, -0.2, 0.6], [-2.2, -1.2, 1.6], [2.1, -0.2, 0.2], [0.0, 1.3, -1.4], [0.2, 0.2, 0.4], [-0.1, -1.0, -1.0], [-0.2, -0.2, 0.0], [-0.4, 0.4, 0.4], [0.0, -0.6, 0.0], [-0.3, 0.5, -0.1], [0.0, 0.0, -0.1], [0.1, 0.1, 0.0], [-0.1, 0.2, 0.0], [-0.2, 0.1, 0.1], [0.6, 0.6, 0.9], [-0.2, -0.5, 0.3], [0.5, 0.2, 0.2], [0.0, 0.0, -0.6]], "nbo_charge": [-0.71, 0.52, 1.75, -0.23, -0.29, -0.27, -0.23, -0.63, -0.53, -0.50, -0.62, 0.17, 0.13, 0.28, 0.21, -0.68, 0.22, 0.25, 0.24, -0.67, 0.25, 0.25, 0.22, -0.70, -0.68, 0.27, 0.26, 0.26, 0.28, 0.25, 0.25, 0.50, 0.53, -0.32, 0.23, 0.17, 0.27, -0.95, 0.45, 0.50, -0.42, -0.56, 0.40, -0.25, -0.59, -0.43, 0.20, 0.24, 0.22, 0.44, 0.42, 0.21, 0.23, 0.22], "multiplicity": 1, "gap_ev": [4.592, 4.619], "charge": 1, "energy_ha": -1690.14690}

---

Entry 5:
{"formula": "C14H12N3OPdTe4", "method": "wB97M-V/def2-TZVPD", "elements": ["Pd", "C", "C", "N", "N", "C", "O", "C", "C", "C", "C", "C", "C", "C", "C", "C", "C", "C", "N", "H", "H", "H", "H", "H", "H", "H", "H", "H", "H", "H", "H", "Te", "Te", "Te", "Te"], "coordinates": [[-1.782635, -0.212990, -0.375719], [2.269096, -1.378452, -0.076670], [0.777645, -1.300318, -0.074148], [0.112806, -0.331371, 0.441188], [0.674710, 0.780170, 0.998932], [-0.173898, 1.791071, 0.883389], [-1.319676, 1.790481, 0.320510], [0.289695, 3.089874, 1.472274], [1.497631, 3.191107, 2.157731], [1.894861, 4.403855, 2.698439], [1.091550, 5.528734, 2.558072], [-0.112149, 5.432286, 1.874597], [-0.511431, 4.218001, 1.334955], [-0.041697, -2.282532, -0.825152], [0.410924, -3.007000, -1.852941], [-0.430294, -3.883071, -2.706207], [-1.800382, -4.079251, -2.102843], [-2.354418, -2.796030, -1.543454], [-1.462216, -2.258713, -0.489821], [2.667562, -0.698840, 0.672462], [2.658775, -1.078435, -1.052809], [2.600941, -2.397816, 0.120751], [2.112684, 2.307567, 2.255955], [2.835739, 4.473668, 3.230684], [1.404073, 6.476446, 2.979579], [-0.742602, 6.305679, 1.760991], [-1.445822, 4.119324, 0.799705], [1.456679, -2.921064, -2.119896], [0.072509, -4.834450, -2.864510], [-2.497120, -4.555503, -2.786708], [-3.320393, -2.968414, -1.079598], [-1.811506, -3.320223, 1.271079], [-1.677735, -5.496675, -0.382280], [-0.660759, -3.080880, -4.729575], [-2.683146, -1.026234, -2.768962]], "forces_ev_per_a": [[0.5, -0.7, 0.0], [0.0, 0.0, 0.0], [-0.1, -0.1, -0.1], [-0.3, 0.1, 0.0], [-0.1, 0.1, 0.1], [0.3, 0.0, 0.1], [-0.3, -0.2, -0.2], [0.0, 0.0, 0.0], [0.0, 0.0, 0.0], [0.0, 0.0, 0.0], [0.0, 0.0, 0.0], [0.0, 0.0, 0.0], [0.0, 0.0, 0.0], [0.2, 0.0, 0.0], [-0.1, -0.1, -0.1], [0.0, 0.0, 0.0], [0.1, 0.1, -0.1], [-0.1, -0.1, -0.1], [-0.1, 0.7, -0.1], [0.0, 0.0, 0.0], [0.0, 0.0, 0.0], [0.0, 0.0, 0.0], [0.0, 0.0, 0.0], [0.0, 0.0, 0.0], [0.0, 0.0, 0.0], [0.0, 0.0, 0.0], [0.0, 0.0, 0.0], [0.0, 0.0, 0.0], [0.0, 0.0, 0.0], [0.0, 0.0, 0.0], [0.0, 0.0, 0.0], [0.0, 0.0, 0.1], [0.0, 0.0, 0.1], [0.1, -0.2, -0.2], [-0.1, 0.4, 0.6]], "nbo_charge": [0.65, -0.68, 0.24, -0.31, -0.46, 0.55, -0.73, -0.04, -0.19, -0.23, -0.22, -0.23, -0.19, 0.03, -0.15, -0.51, -0.40, -0.31, -0.68, 0.25, 0.24, 0.23, 0.23, 0.20, 0.20, 0.20, 0.24, 0.23, 0.24, 0.26, 0.22, 0.43, 0.07, -0.42, 0.03], "multiplicity": 1, "gap_ev": 4.686, "charge": -1, "energy_ha": -1980.14881}